A structure of composition C47H130BeNO19 in a non-equilibrium geometry, computed with the ωB97M-V functional and the def2-TZVPD basis.

Values from the calculation:
multiplicity	2
lowest unoccupied orbital energy (alpha / beta)	0.107 / -0.479	eV
expectation value of S²	0.7513
Kohn-Sham gap (alpha / beta)	6.102 / 5.779	eV

Positions of all 198 atoms, in Å:
1 Be -4.830452 0.649184 -1.025155
2 C -0.744182 -1.193286 -1.353825
3 C -0.277442 -0.039856 -0.418335
4 C 0.799798 0.673344 -1.239135
5 C 1.302398 2.004304 -0.629785
6 C 0.217608 2.897474 -0.097285
7 C -0.908452 2.166594 0.695395
8 N -1.352732 0.915354 -0.009025
9 O -2.578142 0.315424 0.435955
10 C -2.114262 3.148914 0.809065
11 C -0.345692 2.024404 2.075285
12 C 0.409818 -0.758476 0.801705
13 H -1.432632 -1.753496 -0.721115
14 H -0.034402 -1.888746 -1.801755
15 H -1.329712 -0.798576 -2.184165
16 H 0.336428 0.881024 -2.203645
17 H 1.645458 0.064864 -1.559615
18 H 1.828998 2.465214 -1.465465
19 H 2.026498 1.751594 0.144765
20 H -0.165472 3.508974 -0.914245
21 H 0.764478 3.614284 0.515265
22 H -2.598962 3.148404 1.785375
23 H -2.858212 2.975034 0.031645
24 H -1.909682 4.200614 0.608585
25 H 0.618218 1.517524 2.029995
26 H -0.994872 1.461254 2.745755
27 H -0.317142 3.031654 2.490895
28 H 0.694638 -1.769976 0.512135
29 H -0.286782 -0.839076 1.636175
30 H 1.336838 -0.342386 1.196165
31 C -5.580232 4.771884 4.097985
32 C -4.229432 5.417134 3.720955
33 O -3.846762 6.394044 4.718935
34 H -5.422862 4.339954 5.086295
35 H -5.855372 3.908294 3.492495
36 H -6.334872 5.542764 4.254025
37 H -4.431382 5.881784 2.755855
38 H -3.452222 4.686314 3.497455
39 H -4.265692 7.248344 4.591395
40 C 3.201928 3.485344 2.893475
41 C 4.661628 3.134594 2.810175
42 O 5.338318 4.222874 3.366045
43 H 2.596668 2.594134 2.727645
44 H 2.898518 4.225064 2.152625
45 H 2.924228 3.877384 3.871885
46 H 4.971808 3.002624 1.773605
47 H 4.869818 2.263624 3.431615
48 H 6.278608 4.035444 3.414165
49 C -3.642252 -2.057676 -6.026265
50 C -3.360192 -0.605906 -5.695115
51 O -2.614932 -0.439106 -4.513905
52 H -4.269062 -2.185116 -6.908855
53 H -4.067462 -2.628586 -5.200815
54 H -2.723682 -2.608506 -6.228545
55 H -4.283422 -0.027526 -5.660365
56 H -2.753142 -0.184266 -6.496245
57 H -2.270012 0.456744 -4.523885
58 C -3.076322 -2.635916 4.366605
59 C -2.373202 -1.723086 3.410775
60 O -3.315712 -0.748316 2.909435
61 H -3.922102 -3.064256 3.828755
62 H -3.562772 -2.117006 5.192555
63 H -2.465532 -3.479846 4.687255
64 H -1.979832 -2.280106 2.560425
65 H -1.526042 -1.273366 3.928625
66 H -2.929892 -0.190846 2.229755
67 O -5.325332 1.742254 1.167135
68 H -4.975372 1.769084 2.057665
69 H -6.039872 2.379174 1.170795
70 O -5.486372 3.125944 -1.308765
71 H -6.233492 3.499904 -0.841645
72 H -5.203782 3.820074 -1.904225
73 O -2.865202 1.739684 -2.322595
74 H -2.241832 1.691474 -1.597805
75 H -2.420582 2.266184 -2.986925
76 O -4.435432 -1.366456 -2.672695
77 H -4.325172 -2.314836 -2.604555
78 H -3.766612 -1.091536 -3.299855
79 C -0.643532 -3.475056 -3.918085
80 C -0.831622 -4.772916 -4.835445
81 C 0.270988 -5.782136 -4.653645
82 O -2.053232 -5.397026 -4.596445
83 H -0.413242 -3.672246 -2.871095
84 H -1.594552 -2.942926 -3.895385
85 H 0.140508 -2.808356 -4.277105
86 H -0.757372 -4.566046 -5.903055
87 H 1.162938 -5.380056 -5.134125
88 H 0.132808 -6.747566 -5.140405
89 H 0.556428 -5.817206 -3.602265
90 H -2.019522 -6.336636 -4.790335
91 C -4.157882 -3.395176 0.182085
92 C -5.432002 -2.599166 0.330785
93 C -6.378312 -3.139976 1.384205
94 O -5.143002 -1.302486 0.705785
95 H -3.560802 -2.912986 -0.591935
96 H -4.459292 -4.395806 -0.127745
97 H -3.679962 -3.482216 1.157845
98 H -5.845642 -2.530656 -0.675345
99 H -7.226022 -2.473396 1.542865
100 H -5.911132 -3.289436 2.357605
101 H -6.798042 -4.119616 1.155655
102 H -4.691172 -1.384206 1.548855
103 C 3.504288 -6.812906 -2.476895
104 C 3.218838 -5.321006 -2.550625
105 C 2.308038 -4.796296 -1.497695
106 O 4.469758 -4.697076 -2.315135
107 H 2.680648 -7.373236 -2.919325
108 H 3.714958 -7.198936 -1.479545
109 H 4.308168 -7.096696 -3.156115
110 H 2.906638 -5.112796 -3.573995
111 H 2.093918 -3.748316 -1.707435
112 H 2.735538 -4.711316 -0.498625
113 H 1.365928 -5.340566 -1.432225
114 H 4.923188 -5.027346 -1.536085
115 C 6.751578 -1.414746 0.765115
116 C 6.342898 -0.193706 -0.028365
117 C 4.818368 0.126604 0.086705
118 O 6.990148 0.904004 0.504425
119 H 7.804318 -1.633966 0.586835
120 H 6.304788 -2.328546 0.373375
121 H 6.536158 -1.394886 1.833425
122 H 6.503878 -0.281556 -1.102825
123 H 4.158458 -0.600846 -0.385965
124 H 4.582368 1.109184 -0.321875
125 H 4.522708 0.172094 1.134855
126 H 7.929428 0.933264 0.308215
127 C 1.994858 -1.982266 4.483785
128 C 3.057108 -0.860446 4.533815
129 C 2.917098 -0.068166 5.892015
130 O 4.312578 -1.460756 4.521725
131 H 2.039358 -2.700246 5.302695
132 H 2.068328 -2.363716 3.465355
133 H 0.968098 -1.646626 4.629445
134 H 2.973108 -0.228776 3.649485
135 H 1.882368 0.211694 6.089825
136 H 3.607408 0.773784 5.943715
137 H 3.298088 -0.699346 6.694865
138 H 4.914098 -0.758176 4.778945
139 C 3.679428 4.835704 -1.167245
140 C 4.062658 3.991514 -2.391835
141 C 3.074878 4.154374 -3.600675
142 O 5.334428 4.332774 -2.809615
143 H 3.744798 5.921514 -1.236835
144 H 4.258908 4.637194 -0.265635
145 H 2.648338 4.598914 -0.904775
146 H 3.987548 2.970014 -2.019025
147 H 2.758658 5.194614 -3.678185
148 H 2.167388 3.572514 -3.439405
149 H 3.625038 4.003004 -4.529395
150 H 5.912298 4.074324 -2.087905
151 C -1.378162 -5.409936 0.366715
152 C -2.156062 -6.673256 0.203475
153 C -1.636712 -7.678706 -0.851725
154 O -2.145722 -7.304076 1.440735
155 H -1.689002 -4.700266 -0.400005
156 H -0.302912 -5.541056 0.245245
157 H -1.492902 -4.918796 1.333005
158 H -3.218922 -6.437116 0.152005
159 H -0.910402 -8.352926 -0.397875
160 H -1.259472 -7.107396 -1.699895
161 H -2.426032 -8.348756 -1.192465
162 H -2.496232 -8.189926 1.322375
163 C 4.500928 -0.005666 -4.321015
164 C 3.981558 -1.291176 -3.624205
165 C 3.004448 -2.044356 -4.536465
166 O 5.042408 -2.160556 -3.284065
167 H 5.026158 0.551414 -3.545195
168 H 3.764178 0.665664 -4.762185
169 H 5.236708 -0.313486 -5.063965
170 H 3.423398 -0.949866 -2.752395
171 H 2.296918 -1.334566 -4.965085
172 H 2.412068 -2.839986 -4.084625
173 H 3.476058 -2.556186 -5.375335
174 H 4.752958 -2.920296 -2.773565
175 C -0.674152 1.859034 5.788395
176 C 0.024268 2.231784 7.163845
177 C 1.271668 3.091504 6.924115
178 O -1.000902 2.834374 7.992505
179 H -0.044202 1.441164 5.003125
180 H -1.087762 2.751674 5.319135
181 H -1.476372 1.169424 6.051035
182 H 0.298048 1.290224 7.639885
183 H 1.915668 3.035534 7.801745
184 H 1.021768 4.133234 6.722995
185 H 1.792258 2.751034 6.029045
186 H -1.569692 3.411754 7.477995
187 C -2.340132 8.371244 -2.244255
188 C -1.457352 7.257694 -2.834525
189 C -1.021462 6.226444 -1.749395
190 O -2.284752 6.638314 -3.835425
191 H -1.805352 8.907614 -1.460405
192 H -3.322992 8.055424 -1.894475
193 H -2.556912 9.132824 -2.993325
194 H -0.534412 7.636214 -3.273835
195 H -1.936092 5.767804 -1.373615
196 H -0.414462 6.764024 -1.020935
197 H -0.430392 5.407414 -2.159195
198 H -2.370722 7.223514 -4.591575

Forces on atoms 1 to 2 (eV/Å):
1.218 -0.377 1.076
-1.938 0.681 0.826

Mulliken population analysis, charges in e, atoms 1 to 8: 1.42, -1.23, 2.87, -1.19, 2.48, -2.12, 3.96, 0.08